Arrangement A

The following is a DFT calculation (ωB97M-V/def2-TZVPD) of a 2-piece molecular cluster, C2H6FN overall.

## Properties
* HOMO-LUMO gap (alpha / beta): 9.5 / 9.5 eV
* HOMO energy (alpha / beta): -9.05 / -9.05 eV

The geometry in ORCA input format:
```
! wB97M-V def2-TZVPD RIJCOSX def2/J DEFGRID3
* xyz 0 1
C 0.51115 -1.16983 -0.40371
C -0.97013 1.20476 0.27101
N 0.56420 -0.20009 0.61421
F 1.76475 0.64106 0.70180
H -0.16918 -1.93802 -0.01435
H 0.26459 -0.94027 -1.50808
H 1.52981 -1.73566 -0.37832
H -1.57067 0.99891 1.13427
H -0.46375 2.24727 0.14420
H -1.46076 0.89187 -0.56103
*
```

---

Arrangement B

The following is a DFT calculation (ωB97M-V/def2-TZVPD) of the molecule C2H6FN.

## Properties
* HOMO-LUMO gap: 10.8 eV
* structure (SMILES): NCCF
* HOMO energy: -9.60 eV

The geometry in ORCA input format:
```
! wB97M-V def2-TZVPD RIJCOSX def2/J DEFGRID3
* xyz 0 1
N -1.44399 -0.51932 -0.22970
C -0.67732 0.66062 0.20531
C 0.79165 0.52618 -0.25254
F 1.30809 -0.62909 0.19246
H -0.67262 -1.13971 -0.42331
H -1.93042 -0.92409 0.57786
H -0.68247 0.73536 1.38137
H -1.24225 1.59240 -0.17938
H 1.28989 1.42854 0.14704
H 0.88709 0.48380 -1.34450
*
```

---

arrangement B ends up most stable, edging out the next structure by 0.1633 hartree.

---

Arrangement A

The following is a DFT calculation (ωB97M-V/def2-TZVPD) of a 2-piece molecular cluster, C2H6FN overall.

## Properties
* HOMO-LUMO gap: 10.0 eV
* HOMO energy: -10.71 eV

The geometry in ORCA input format:
```
! wB97M-V def2-TZVPD RIJCOSX def2/J DEFGRID3
* xyz 0 1
C -0.17286 1.14680 -0.08831
C -0.15742 -1.16446 -0.07726
N 0.47252 0.06889 -0.58932
F 2.00224 0.07505 0.45723
H -0.23050 0.99979 0.97489
H 0.36142 2.03906 -0.36877
H -1.29763 1.07198 -0.31180
H 0.57281 -1.85229 -0.05933
H -0.68196 -1.07434 0.95243
H -0.86862 -1.31047 -0.88975
*
```

---

Arrangement B

The following is a DFT calculation (ωB97M-V/def2-TZVPD) of a 2-piece molecular cluster, C2H6FN overall.

## Properties
* HOMO-LUMO gap: 10.5 eV
* HOMO energy: -9.61 eV

The geometry in ORCA input format:
```
! wB97M-V def2-TZVPD RIJCOSX def2/J DEFGRID3
* xyz 0 1
C -1.28269 1.25860 0.11340
C 0.52153 -0.99082 -0.73076
N 1.57494 -0.94425 0.08108
F 0.30367 -2.30280 -0.76567
H -1.64482 1.35146 -0.91069
H -1.99892 1.83373 0.73872
H -1.19851 0.18788 0.38396
H -0.20693 1.64373 0.14525
H 2.07564 -0.12177 0.42704
H 1.85608 -1.91577 0.51768
*
```

---

arrangement B ends up most stable, edging out the next structure by 0.0622 hartree.

---

Arrangement A

The following is a DFT calculation (ωB97M-V/def2-TZVPD) of C2H7N5O as an isolated structure.

## Properties
* HOMO-LUMO gap: 8.3 eV
* HOMO energy: -8.10 eV

The geometry in ORCA input format:
```
! wB97M-V def2-TZVPD RIJCOSX def2/J DEFGRID3
* xyz 0 1
C 0.26422 0.14371 -0.42497
C -2.11263 -0.80684 0.21396
H 0.54864 2.45061 1.34051
H 1.59614 2.79410 -0.26700
H -1.28496 1.60678 -0.70897
H -0.27959 -1.72193 -0.23609
H -2.91992 -1.71959 0.47157
H 2.23469 -1.91783 0.95813
H 1.95139 -2.42108 -0.73321
N 0.52327 2.58738 0.10560
N -0.17804 1.34303 -0.41331
N -0.75610 -0.94214 -0.55211
N 1.60150 -0.07800 -0.01058
N 1.61712 -1.58305 0.16940
O -2.80573 0.26485 0.08705
*
```

---

Arrangement B

The following is a DFT calculation (ωB97M-V/def2-TZVPD) of a 2-piece molecular cluster, C2H7N5O overall.

## Properties
* HOMO-LUMO gap: 8.4 eV
* HOMO energy: -7.99 eV

The geometry in ORCA input format:
```
! wB97M-V def2-TZVPD RIJCOSX def2/J DEFGRID3
* xyz 0 1
C 0.17378 -0.24547 -0.14104
C -1.42327 1.66776 0.38072
H 0.66265 -2.68495 1.11425
H 2.06227 -1.73567 0.41089
H -0.12876 -0.11612 1.81488
H -0.64416 1.08297 -1.40666
H -2.01604 2.43705 -0.21887
H 0.47957 -1.08852 -3.16103
H 1.31560 0.84756 -2.58765
N 1.29703 -1.81087 1.35457
N 0.22905 -0.81050 1.14333
N -0.37744 0.95319 -0.30339
N 0.72937 -0.87691 -1.18529
N 0.47277 -0.23476 -2.40422
O -1.33621 1.52286 1.54514
*
```

---

arrangement B ends up most stable, edging out the next structure by 0.0606 hartree.